Entry 1:
Molecular formula: C32H33BN5P2S2Ti
Method: DFT, ωB97M-V/def2-TZVPD

The HOMO-LUMO gap (spin up / spin down) comes out at 7.1 / 7.5 eV. The total energy comes out at -105201.4217 eV. For the HOMO energy (spin up / spin down), the calculation gives -13.50 / -13.52 eV. Its expectation value of S² is 0.758. For the molar mass, the calculation gives 672.4 g mol⁻¹. Its charge is +2. The spin multiplicity is 2.

Element x y z (Å)
Ti 0.47953 -1.17965 -0.08912
N -1.80203 0.95287 -1.08869
P -1.98264 -0.61874 -0.48076
C -3.65794 -0.82379 0.08847
C -4.56090 -1.65119 -0.57394
C -5.85309 -1.77763 -0.08473
C -6.23699 -1.08244 1.05209
C -5.33408 -0.25914 1.71712
C -4.04066 -0.13591 1.24404
C -1.62857 -1.69493 -1.88941
C -0.84712 -2.81669 -1.56477
C -0.28998 -3.61309 -2.56183
C -0.50747 -3.28107 -3.88875
C -1.26949 -2.16282 -4.21986
C -1.81350 -1.36067 -3.23125
P -0.12325 1.19032 -1.10356
C 0.40705 1.49660 -2.78682
C 1.41170 0.69983 -3.32848
C 1.81979 0.89508 -4.64126
C 1.21394 1.87823 -5.40815
C 0.20823 2.67660 -4.87068
C -0.19318 2.49282 -3.55987
C 0.22972 2.67301 -0.14825
C 1.48994 3.26007 -0.26575
C 1.79468 4.38660 0.47950
C 0.84693 4.93164 1.33853
C -0.40402 4.34605 1.46236
C -0.71294 3.21108 0.72530
H -2.52262 1.66149 -1.12696
H -4.26326 -2.19045 -1.46430
H -6.56055 -2.41706 -0.59443
H -7.24680 -1.18317 1.42649
H -5.64229 0.27673 2.60453
H -3.32782 0.49330 1.76760
H -0.74801 -3.14482 -0.51877
H 0.30026 -4.48103 -2.30009
H -0.07861 -3.89097 -4.67227
H -1.42927 -1.91192 -5.26011
H -2.37070 -0.47012 -3.49437
H 1.88532 -0.07161 -2.72697
H 2.60613 0.28430 -5.06334
H 1.52954 2.02986 -6.43177
H -0.25358 3.44597 -5.47436
H -0.96590 3.12702 -3.14027
H 2.22327 2.85299 -0.95240
H 2.76577 4.85237 0.37833
H 1.08287 5.82302 1.90473
H -1.14358 4.77894 2.12279
H -1.69043 2.75502 0.82620
C -1.40608 -0.03881 4.59991
N -0.25167 0.47751 3.87287
C 0.38817 1.67527 4.13618
C 1.42976 1.76173 3.28015
N 1.43652 0.61799 2.50811
B 2.47215 0.25398 1.42549
N 3.27828 -1.02274 1.75930
C 4.20764 -1.11000 2.77777
C 4.77725 -2.33229 2.71880
N 4.19687 -2.99290 1.65710
C 4.53390 -4.34185 1.21163
C 3.29476 -2.18158 1.08526
S 2.36318 -2.64770 -0.31156
C 0.40221 -0.14552 2.88279
S 0.04145 -1.70143 2.21105
H -2.10649 0.77425 4.77435
H -1.09008 -0.45978 5.55223
H -1.87939 -0.81320 4.00206
H 0.04409 2.34518 4.90402
H 2.16354 2.53605 3.14497
H 3.19730 1.18507 1.23698
H 1.93240 0.01665 0.33261
H 4.38769 -0.29223 3.45257
H 5.53780 -2.78958 3.32591
H 5.12485 -4.81687 1.98862
H 5.10849 -4.29947 0.28877
H 3.62199 -4.91061 1.05032

=====

Entry 2:
Molecular formula: C32H33CaF6N4O6P2S6
Method: DFT, ωB97M-V/def2-TZVPD

The HOMO-LUMO gap (spin up / spin down) comes out at 4.3 / 6.3 eV. For the energy above the lowest of the compared OMol25 structures with the same formula, charge and spin, the calculation gives 37.50 kcal per mole. The total energy comes out at -170304.7135 eV. For the HOMO energy (spin up / spin down), the calculation gives -0.17 / -2.18 eV. Its expectation value of S² is 0.773. For the molar mass, the calculation gives 978.1 g mol⁻¹. Its charge is -2. The spin multiplicity is 2.

Element x y z (Å)
Ca -0.69563 -0.55906 0.14911
C 4.85378 -1.69390 2.07082
S 3.66283 -0.90696 3.16831
C 2.14445 -0.77094 2.20015
S 1.94364 -1.60200 0.67912
N 1.30235 -0.05573 2.85953
N 0.07507 0.13072 2.22682
C -0.87519 0.54569 3.04809
C -2.17903 0.82386 2.57886
C -3.20568 1.26124 3.45924
C -4.43271 1.59168 2.96870
C -4.67648 1.48720 1.57472
C -3.66300 1.00318 0.78131
N -2.44670 0.65204 1.22950
H 5.20055 -2.63331 2.50207
H 5.69800 -1.02682 1.90390
H 4.36480 -1.89872 1.11747
H -0.65462 0.64930 4.10873
H -2.98558 1.33219 4.51863
H -5.21637 1.92431 3.64154
H -5.62417 1.76282 1.13382
H -3.81779 0.87760 -0.28649
C -2.14348 5.79126 -0.37756
C -2.50131 4.37720 0.03556
O -2.95493 3.60161 -1.06962
P -1.97502 2.80394 -2.08162
S -3.11871 1.53707 -3.02760
S -0.33940 2.24393 -1.10036
O -1.54499 4.02970 -3.05444
C -0.36986 3.96342 -3.86524
C -0.53998 3.04450 -5.05986
H -1.93091 6.39302 0.51068
H -2.96705 6.25244 -0.92599
H -1.26594 5.79522 -1.02346
H -3.33230 4.36967 0.74331
H -1.64931 3.87678 0.50170
H 0.47557 3.64919 -3.24803
H -0.19618 4.99095 -4.19301
H -0.58800 2.00149 -4.74835
H 0.30667 3.16858 -5.73877
H -1.46938 3.27450 -5.58346
F -1.11222 -2.39839 -4.68147
C -1.99288 -2.58314 -3.69538
F -2.24735 -3.88710 -3.59530
F -3.11927 -1.94836 -3.98933
S -1.25048 -1.96177 -2.12785
O -0.68543 -0.67619 -2.42961
O -0.32761 -2.99372 -1.70870
N -2.48334 -1.83862 -1.08838
S -2.41206 -2.96072 0.09919
O -1.32624 -2.65686 1.02739
O -2.61414 -4.31081 -0.33379
C -3.97690 -2.56338 1.05404
F -3.71614 -1.82814 2.11818
F -4.49438 -3.72738 1.46830
F -4.87554 -1.95582 0.28970
C 3.05378 3.39463 -5.56813
C 3.32954 3.75696 -4.25783
C 3.24388 2.81892 -3.23582
C 2.88444 1.49828 -3.49736
C 2.56576 1.16214 -4.81504
C 2.66215 2.08981 -5.84041
P 2.64862 0.23798 -2.14066
C 3.59826 -1.16319 -2.89217
C 3.12201 -2.44535 -2.62170
C 3.74628 -3.56566 -3.15871
C 4.85444 -3.42070 -3.97915
C 5.33547 -2.14765 -4.26538
C 4.70883 -1.03342 -3.72705
C 3.84399 0.95123 -0.93299
C 5.22834 0.83750 -0.99317
C 6.03163 1.46195 -0.04688
C 5.45816 2.20044 0.97916
C 4.07592 2.30319 1.06021
C 3.27792 1.68201 0.11180
H 3.12664 4.12348 -6.36656
H 3.60891 4.77695 -4.02199
H 3.45504 3.12589 -2.21894
H 2.23094 0.15605 -5.04297
H 2.41748 1.79456 -6.85406
H 2.24966 -2.57049 -1.99167
H 3.35376 -4.54969 -2.93484
H 5.34046 -4.29317 -4.40012
H 6.19525 -2.02132 -4.91297
H 5.07960 -0.04514 -3.97379
H 5.69214 0.24370 -1.77089
H 7.10930 1.35788 -0.10555
H 6.08354 2.67354 1.72684
H 3.61145 2.83872 1.87784
H 2.19827 1.74269 0.20052

=====

Entry 3:
Molecular formula: C32H33Cl5CrN4O2
Method: DFT, ωB97M-V/def2-TZVPD

The HOMO-LUMO gap (spin up / spin down) comes out at 7.8 / 7.6 eV. For the energy above the lowest of the compared OMol25 structures with the same formula, charge and spin, the calculation gives 16.09 kcal per mole. The total energy comes out at -134806.4456 eV. For the HOMO energy (spin up / spin down), the calculation gives -11.03 / -11.02 eV. Its expectation value of S² is 3.797. For the molar mass, the calculation gives 734.9 g mol⁻¹. Its charge is +1. The spin multiplicity is 4.

Element x y z (Å)
Cr 0.62788 -0.04079 -0.18176
C -1.70852 -2.86840 -0.57383
C -1.29011 -2.13715 -1.81193
C -1.64763 -2.71853 -3.02930
C -1.33170 -2.10045 -4.21181
C -0.70833 -0.86392 -4.15761
C -0.39047 -0.32777 -2.92857
N -0.62445 -0.97152 -1.76432
C 0.16587 1.05052 -2.81189
C 0.35446 1.84531 -3.92532
C 0.80471 3.13920 -3.75527
C 1.01520 3.60442 -2.47736
C 0.81480 2.76545 -1.38999
N 0.42489 1.48687 -1.56453
C 1.03414 3.27339 -0.00884
C 1.81784 4.39241 0.22801
C 1.97875 4.81283 1.53742
C 1.37063 4.09429 2.54464
C 0.61208 2.96790 2.22540
C -0.03232 2.15945 3.31178
N 0.43727 2.58282 0.95962
H -1.20796 -3.83508 -0.51925
H -2.78232 -3.05701 -0.63625
H -1.48774 -2.31281 0.32749
H -2.17139 -3.66510 -3.01766
H -1.58301 -2.55232 -5.16222
H -0.47922 -0.33382 -5.06737
H 0.15847 1.46554 -4.91427
H 0.97467 3.78136 -4.60929
H 1.31577 4.62840 -2.32207
H 2.33032 4.90941 -0.56928
H 2.58456 5.68086 1.76266
H 1.48340 4.38450 3.58113
H 0.54782 2.22576 4.23183
H -0.11096 1.12397 2.99669
H -1.03421 2.54318 3.52356
Cl 3.13357 0.96753 -2.71694
C 3.00541 -0.69990 -2.21794
C 2.14489 -1.05085 -1.18614
C 2.18274 -2.39052 -0.80764
Cl 1.21387 -2.86069 0.57083
C 2.94797 -3.35942 -1.44464
Cl 2.90845 -4.99632 -0.92494
C 3.73978 -2.97976 -2.52687
Cl 4.64249 -4.15760 -3.38850
C 3.78126 -1.64004 -2.90451
Cl 4.76571 -1.16615 -4.23145
O -1.22493 -0.16414 1.13662
C -2.39967 -0.24757 1.51393
C -2.74007 -0.50619 2.96543
C -3.74856 -1.64733 3.27873
C -4.32615 -2.38055 2.06813
C -5.31050 -1.54071 1.25217
C -4.82636 -0.10642 1.05520
N -3.41955 -0.03341 0.66969
H -3.11672 0.44130 3.36148
H -1.79026 -0.69113 3.45961
H -4.56839 -1.24963 3.88062
H -3.23791 -2.37660 3.90606
H -4.83140 -3.28522 2.40859
H -3.50520 -2.71642 1.43346
H -6.27535 -1.49842 1.76314
H -5.48649 -2.01452 0.28301
H -4.96066 0.46237 1.97644
H -5.40588 0.40188 0.28756
H -3.16913 0.15771 -0.28842
C 3.80207 1.20771 1.08652
C 2.85984 0.37239 1.93144
C 3.51668 -0.92455 2.37112
O 1.64552 0.08770 1.26354
H 4.68594 1.47786 1.66743
H 3.32041 2.12827 0.74885
H 4.12509 0.64216 0.21203
H 2.59988 0.94651 2.82900
H 3.79958 -1.51811 1.49847
H 2.84084 -1.51472 2.99017
H 4.41802 -0.70966 2.94847

=====

Entry 4:
Molecular formula: C32H33N7O8PSTi
Method: DFT, ωB97M-V/def2-TZVPD

The HOMO-LUMO gap (spin up / spin down) comes out at 3.6 / 3.7 eV. For the energy above the lowest of the compared OMol25 structures with the same formula, charge and spin, the calculation gives 0.79 kcal per mole. The total energy comes out at -103773.1484 eV. For the HOMO energy (spin up / spin down), the calculation gives 0.12 / 0.05 eV. Its expectation value of S² is 0.767. For the molar mass, the calculation gives 754.6 g mol⁻¹. Its charge is -2. The spin multiplicity is 2.

Element x y z (Å)
Ti -0.43085 0.32153 0.56302
O -1.74019 1.11230 -0.82476
N -1.53075 2.25197 -1.49568
C -0.24797 2.54302 -1.81559
C 0.07799 3.66507 -2.52057
C -0.95735 4.51585 -2.91942
C -2.24979 4.19348 -2.61161
C -2.59760 3.02390 -1.88750
S -4.21130 2.61094 -1.56622
H 0.47860 1.81676 -1.47493
H 1.11490 3.85256 -2.75525
H -0.74269 5.41910 -3.47847
H -3.07648 4.81870 -2.91586
O 5.41608 -1.21929 1.25730
C 4.20862 -1.02496 1.17318
C 3.18016 -1.10606 2.16714
O 3.35214 -1.34994 3.52931
C 2.00234 -0.70180 1.55058
C 2.18904 -0.37137 0.16256
O 1.02568 -0.03507 -0.50586
C 3.50303 -0.57991 -0.21258
O 4.12139 -0.52031 -1.29236
O 0.79051 -0.57397 2.02437
C -0.52507 -2.79188 -4.47307
P 0.03305 -1.78476 -3.01530
C 0.75480 -0.34506 -3.89803
C 2.01037 0.15987 -3.55548
C 2.49931 1.29485 -4.19118
C 1.74930 1.94605 -5.16082
C 0.49024 1.46190 -5.49002
C -0.00207 0.32818 -4.85924
C 1.52337 -2.73557 -2.54554
C 2.51218 -3.10292 -3.46092
C 3.63097 -3.80211 -3.04655
C 3.78380 -4.13706 -1.70442
C 2.80753 -3.79038 -0.78868
C 1.68184 -3.09189 -1.21083
H 0.22733 -2.86203 -5.26065
H -1.43604 -2.36031 -4.88834
H -0.76373 -3.79573 -4.11601
H 2.62865 -0.30803 -2.79009
H 3.47649 1.66573 -3.90523
H 2.13464 2.83530 -5.64697
H -0.11776 1.97473 -6.22647
H -0.99757 -0.02055 -5.10866
H 2.42017 -2.80402 -4.49987
H 4.40790 -4.05132 -3.76007
H 4.68570 -4.63353 -1.36861
H 2.94428 -3.99454 0.26628
H 0.94091 -2.78445 -0.48364
C -4.48206 0.23480 1.15245
N -4.09356 -0.29036 2.45479
C -5.18239 -0.59337 3.35907
C -4.70320 -1.44151 4.51791
C -3.49371 -0.77805 5.14399
N -2.47979 -0.54820 4.13818
C -1.10221 -0.37367 4.59377
C -2.79912 -0.20277 2.86318
O -1.90914 0.16105 2.08134
H -4.98539 -0.54189 0.57255
H -3.62515 0.59204 0.59224
H -5.16376 1.07908 1.27861
H -5.95341 -1.11711 2.78865
H -5.63555 0.33734 3.72899
H -4.42184 -2.43312 4.15640
H -5.50039 -1.55846 5.25397
H -3.05784 -1.41749 5.91347
H -3.78343 0.16318 5.63266
H -0.89396 -1.13032 5.35137
H -0.94601 0.61678 5.02930
H -0.40786 -0.50780 3.76665
N 2.99286 3.35409 4.80519
C 2.15018 2.57193 4.00665
N 1.93225 1.35517 4.35630
N 1.65276 3.29833 2.94227
C 0.88227 2.70031 2.11812
N 0.17339 2.22047 1.31560
H 3.63502 2.77701 5.32586
H 3.44770 4.07805 4.27128
H 3.12899 -0.52527 3.99309
H 1.31144 0.89412 3.69112
O -2.27790 -2.48645 -0.18056
C -1.58527 -1.62087 0.02313

=====

Entry 5:
Molecular formula: C32H33N8OOsS2Se
Method: DFT, ωB97M-V/def2-TZVPD

The HOMO-LUMO gap comes out at 5.7 eV. For the energy above the lowest of the compared OMol25 structures with the same formula, charge and spin, the calculation gives 0.00 kcal per mole. The total energy comes out at -137150.7035 eV. For the HOMO energy, the calculation gives -15.94 eV. For the molar mass, the calculation gives 879.0 g mol⁻¹. Its charge is +3. The spin multiplicity is 1.

Element x y z (Å)
Os 0.69275 1.07148 -0.06167
N 3.77941 1.23048 2.96665
C 2.96589 1.05228 1.92719
S 1.67677 2.22837 1.70673
N 3.17171 0.03227 1.13338
N 2.28417 -0.05934 0.09717
C 2.39022 -1.09140 -0.73797
C 3.37890 -2.13861 -0.61579
C 2.97007 -3.47098 -0.82238
C 3.87635 -4.50289 -0.69875
C 5.21065 -4.22016 -0.42201
C 5.63123 -2.90736 -0.24146
C 4.72268 -1.87033 -0.30836
C 1.41453 -1.09412 -1.84995
C 1.58363 -1.86439 -2.98698
C 0.67254 -1.74690 -4.03203
C -0.36293 -0.84090 -3.91714
C -0.45319 -0.07604 -2.76215
N 0.40285 -0.19611 -1.74891
H 3.62122 1.96544 3.63408
H 4.52584 0.57462 3.13626
H 1.93206 -3.69502 -1.03458
H 3.55245 -5.52652 -0.82520
H 5.92596 -5.02837 -0.34670
H 6.67181 -2.69639 -0.03788
H 5.05095 -0.85385 -0.15680
H 2.43206 -2.52657 -3.07017
H 0.79216 -2.34210 -4.92724
H -1.08172 -0.69919 -4.71197
H -1.22563 0.67432 -2.65558
C -6.10419 -1.27085 -2.40659
C -5.19205 -0.44936 -1.50293
C -3.79603 -1.05544 -1.47581
N -2.87941 -0.28757 -0.60670
C -2.15606 -0.66768 0.40504
S -1.03818 0.51980 1.16348
N -2.23564 -1.85476 1.01323
C -3.51317 -2.55696 1.29298
O -4.52516 -1.97204 1.04826
C -3.35569 -3.87844 1.89413
C -2.14399 -4.57605 1.89190
C -2.07527 -5.82792 2.47335
C -3.20851 -6.38280 3.05794
C -4.41541 -5.69460 3.05778
C -4.49459 -4.44376 2.47514
H -7.09531 -0.82473 -2.44937
H -6.21487 -2.28779 -2.02860
H -5.72098 -1.32447 -3.42694
H -5.59017 -0.40731 -0.49102
H -5.12323 0.57759 -1.87657
H -3.35919 -1.01727 -2.47839
H -3.80145 -2.09282 -1.15929
H -2.80059 0.69536 -0.83883
H -1.50615 -2.04257 1.68990
H -1.26367 -4.16679 1.41097
H -1.14487 -6.37834 2.46973
H -3.14943 -7.36155 3.51493
H -5.29153 -6.13469 3.51300
H -5.42459 -3.89192 2.46829
C 3.17442 5.03762 -1.20308
N 1.98026 5.23033 -0.38642
C 0.89004 4.47179 -0.34882
Se 0.52463 2.94285 -1.44536
N 0.02004 4.99079 0.52420
C 0.56515 6.13563 1.09498
C 0.07596 7.03424 2.03801
C 0.90985 8.08235 2.36095
C 2.17946 8.23545 1.77178
C 2.66186 7.34573 0.83693
C 1.81861 6.28639 0.51161
H 3.07595 4.12348 -1.78036
H 4.04258 4.96676 -0.55100
H 3.28962 5.88381 -1.87749
H -0.89749 4.61631 0.70940
H -0.90058 6.92390 2.48834
H 0.58009 8.81391 3.08543
H 2.78942 9.08015 2.06027
H 3.63411 7.47254 0.38184